(1)
Entry from OMol25: C18H45AlFO9P2 as an isolated structure at a distorted geometry (the ωB97M-V functional and the def2-TZVPD basis).

As for the net charge: -1. The energy comes out at -65713.2269 eV. Its frontier orbital gap is 3.661 eV.

CARTESIAN COORDINATES (ANGSTROEM)
P1 8.0118 2.1937 1.0107
P2 -0.7108 -2.1661 1.2588
Al1 -8.6647 -2.4392 -1.6620
F1 -9.3540 -0.3891 0.3461
O1 0.5144 -1.5996 2.2291
O2 -1.1247 -3.2805 2.4805
O3 -1.9435 -1.1673 1.7274
O4 8.2488 0.7510 0.2250
O5 -0.2667 -1.3872 0.0181
O6 7.3620 3.0946 -0.2188
O7 -6.0474 -1.4962 -2.3074
O8 9.5817 2.6718 0.5521
O9 6.6992 1.7709 1.6745
C1 9.8107 2.8516 -1.8946
C2 1.8343 -1.4819 1.7026
C3 6.7178 -1.1023 0.3317
C4 -9.8043 0.9642 -3.1299
C5 -3.9427 -2.3732 1.0447
C6 2.1762 -0.0181 1.5055
C7 10.2824 2.2169 -0.6027
C8 6.7228 4.3228 0.1049
C9 -4.6805 0.4817 -2.2112
C10 -3.1165 -1.1085 0.9171
C11 -5.8369 -0.2809 -3.0133
C12 -8.9928 -0.4920 -1.0526
C13 -0.8977 -3.1028 3.8747
C14 7.7302 5.3859 0.5007
C15 -10.2513 0.0444 -1.8981
C16 7.9749 -0.4759 0.9020
C17 -1.8744 -2.1529 4.5369
C18 -7.0384 -2.3503 -2.9583
H1 7.2340 6.3437 0.6688
H2 -2.8463 -0.9269 -0.1266
H3 9.7162 3.9330 -1.7887
H4 5.9882 4.1680 0.9012
H5 -5.5731 -0.4226 -4.1025
H6 -10.8719 -0.8106 -2.2808
H7 2.5218 -1.9264 2.4293
H8 -5.0861 0.5745 -1.1553
H9 7.8869 -0.3242 1.9798
H10 5.8754 -0.4098 0.3668
H11 6.8657 -1.3589 -0.7205
H12 -4.4191 1.4757 -2.6610
H13 -6.5945 -3.4016 -2.9554
H14 8.4861 5.5127 -0.2760
H15 -8.3565 -3.3566 -0.3822
H16 8.8267 -1.1426 0.7373
H17 11.3243 2.5124 -0.4425
H18 -4.8746 -2.2836 0.4828
H19 -3.7027 -0.2524 1.2580
H20 0.1352 -2.8317 4.0919
H21 -1.7942 -2.2291 5.6244
H22 -3.3918 -3.2399 0.6634
H23 10.2973 1.1299 -0.6723
H24 -6.7390 0.4145 -2.9893
H25 -9.6185 2.0185 -2.7566
H26 2.1819 0.5026 2.4668
H27 1.9421 -2.0417 0.7711
H28 10.5193 2.6384 -2.6987
H29 6.1778 4.6458 -0.7848
H30 -7.3182 -2.0291 -4.0031
H31 3.1577 0.0970 1.0399
H32 -1.6685 -1.1174 4.2630
H33 -8.1307 0.2078 -1.2503
H34 -10.8393 0.6931 -1.1800
H35 8.8396 2.4587 -2.1985
H36 -8.8808 0.5381 -3.6325
H37 6.4483 -2.0087 0.8781
H38 -3.8036 -0.2344 -2.1634
H39 8.2557 5.1041 1.4187
H40 -10.6285 0.9877 -3.9078
H41 -2.9003 -2.3789 4.2447
H42 -1.0378 -4.0940 4.3184
H43 -9.9781 -2.9283 -2.4441
H44 1.4339 0.4855 0.8844
H45 -4.1801 -2.5780 2.0903

Forces on the atoms, in the same order (eV/Å):
-1.9804 -3.3260 -7.7755
0.6419 6.7081 5.3966
0.5623 0.5350 -0.0488
0.2596 0.1510 -0.5310
-0.0788 -0.9337 -0.2542
0.0277 -1.1008 -3.6456
0.3580 -0.8984 -0.4379
0.6024 0.5058 0.7373
-0.9151 -4.1687 -0.9195
0.4132 0.1783 0.8670
0.1521 0.9519 -1.4713
-1.3335 0.8441 3.5432
2.6861 2.0769 2.8033
-0.5194 -0.1141 -0.0383
0.1367 0.4124 -0.0300
-0.1275 -0.0222 -0.1560
-0.3502 -0.4888 0.3250
-0.0262 -0.0400 -0.0062
-0.0081 0.2036 0.0392
0.8608 -0.3312 -0.5489
-0.2207 0.3492 0.0053
-0.8249 -1.3457 -0.0177
-0.5536 -0.0198 -0.2588
0.6381 1.2373 0.8710
-0.9515 0.3153 -1.3310
0.2603 -0.3147 0.9262
0.0936 -0.0010 0.0407
0.8134 0.8023 0.2659
-0.3697 -0.3291 -0.1399
0.0333 0.4585 -0.2405
-0.6851 -1.1868 0.5156
-0.0008 -0.0464 0.0251
0.0513 0.0289 0.0875
0.0717 -0.0244 0.0100
0.0231 -0.0572 -0.0451
-0.1081 -0.1663 0.9607
0.4870 0.8701 0.5131
-0.1123 -0.0291 0.0535
0.6113 0.2049 -1.1977
-0.0892 0.0535 -0.0970
0.0908 0.0204 0.1884
0.0591 -0.0456 0.0879
-0.1823 -0.9566 0.4843
-0.3379 1.2322 -0.4611
-0.0636 0.0027 0.0092
0.1611 -0.1998 0.1333
0.0456 0.1322 -0.0559
-0.1453 0.1500 0.2889
0.0614 -0.0106 -0.0466
0.2030 0.0032 0.0771
-0.0689 0.1632 -0.2449
0.0736 -0.1511 -0.0533
-0.0424 0.0071 -0.0588
-0.2901 0.0710 0.0950
0.6859 -0.9719 -0.0515
0.0040 -1.2048 -0.5825
0.0793 -0.0891 -0.0236
-0.0751 0.1199 0.0091
0.0902 -0.0272 0.1471
0.0625 -0.1858 -0.0145
0.7052 -0.2089 0.8458
0.0024 -0.0061 0.0503
-0.0439 -0.0564 -0.0330
-0.7777 -0.4147 0.5511
0.2964 -0.7668 -0.8220
0.0267 0.0540 0.0377
-1.0144 0.5911 0.6046
0.0332 0.0089 -0.0252
-0.7600 1.0862 -0.1472
-0.0342 0.0574 0.0134
0.9114 0.1077 0.8247
0.0403 -0.0496 0.0254
-0.0948 -0.0775 -0.3254
-0.2447 -0.1771 -0.1863
0.0223 -0.1994 -0.1000
-0.0076 0.0494 -0.0367

Here are the Mulliken charges for atoms 1 to 6, given in e:
1 P 1.163
2 P 1.210
3 Al 0.130
4 F -0.379
5 O -0.354
6 O -0.407

***

(2)
Entry from OMol25: C18H45Cr2LiN5O12 as an isolated structure at a distorted geometry (the ωB97M-V functional and the def2-TZVPD basis).

Its spin multiplicity is 10. As for the net charge: +2. The energy comes out at -108439.6421 eV. Its frontier orbital gap (alpha / beta) is 4.829 / 8.038 eV.

CARTESIAN COORDINATES (ANGSTROEM)
Cr1 2.6921 1.0247 1.8892
Cr2 0.2504 -2.8488 2.3669
O1 3.3430 -2.2542 -0.4860
O2 -0.7003 -0.2796 -3.2036
O3 -3.1497 2.8104 -0.6039
O4 3.2668 -0.8475 1.0237
O5 4.2171 1.2947 -3.3863
O6 2.1018 -2.6012 1.2819
O7 1.1365 0.9869 0.3762
O8 -1.0061 0.7413 -0.0665
O9 4.5974 1.0979 2.6780
O10 0.1093 -0.6779 1.1557
O11 -4.2709 -0.4974 2.7586
O12 -0.7422 -3.4593 0.3861
N1 2.9025 -1.9472 0.5757
N2 -1.9253 -2.4771 2.5607
N3 0.0522 0.3488 0.4866
N4 -3.4999 0.6015 -2.5095
N5 4.0853 2.1192 0.2196
C1 -5.3890 0.2150 3.1341
C2 3.5145 1.0299 -2.1444
C3 5.2338 1.2765 0.3277
C4 -2.9396 3.0316 0.8224
C5 -3.5740 -1.1664 3.8821
C6 4.8850 1.1636 4.0942
C7 3.6759 2.2833 -1.1823
C8 -4.4349 1.6869 -2.3482
C9 -2.0454 -3.0255 0.0648
C10 -2.1092 -1.4134 3.4680
C11 -1.8685 -0.5852 -4.0725
C12 -3.1920 0.2355 -3.9504
C13 -0.0992 -4.3327 -0.6859
C14 5.7645 1.1865 1.8041
C15 0.2061 -1.3752 -3.0017
C16 -4.4106 2.2978 -0.8953
C17 -2.6824 -2.2891 1.2728
C18 5.6280 1.4109 -3.2586
Li1 -1.8502 1.6513 -1.6801
H1 1.1292 -1.2978 -3.5763
H2 5.1121 0.2877 -0.1146
H3 -1.6250 -1.8245 4.3538
H4 5.4657 0.3104 4.4447
H5 -3.4892 3.8670 1.2561
H6 4.1049 1.2789 4.8467
H7 -3.9629 -0.2744 -2.3136
H8 -4.1522 2.5280 -2.9812
H9 -0.2717 -2.3446 -3.1433
H10 0.9579 -4.2970 -0.4223
H11 -1.6151 -0.4672 3.2472
H12 -2.1219 -2.4714 -0.8707
H13 6.5424 0.4726 2.0750
H14 6.0650 2.1392 -2.5754
H15 -2.0672 -1.6554 -4.0142
H16 5.5491 2.0250 4.1655
H17 -2.4555 -3.2741 2.8828
H18 -2.5483 -3.9664 -0.1585
H19 4.3293 3.0405 0.5540
H20 3.7171 0.0729 -1.6637
H21 2.6556 2.6517 -1.0756
H22 -1.5139 -0.4265 -5.0910
H23 -3.0302 1.2273 -4.3726
H24 -5.5056 1.5197 -2.4650
H25 -5.0280 0.9905 3.8096
H26 6.0217 0.4375 -2.9661
H27 -2.6874 -1.2433 0.9657
H28 -4.1016 -0.1092 -4.4421
H29 -4.8351 1.5632 -0.2111
H30 6.3248 2.0842 2.0652
H31 5.9649 1.8152 -0.2751
H32 -5.7905 0.7487 2.2726
H33 -3.5222 -0.4532 4.7047
H34 0.6027 -1.4097 -1.9870
H35 5.9848 1.6647 -4.2568
H36 -3.7062 -2.6278 1.4311
H37 2.4634 0.8541 -2.3733
H38 4.3339 3.0761 -1.5380
H39 -0.4221 -5.3578 -0.8677
H40 -5.1430 3.1012 -0.9735
H41 -0.2413 -3.7945 -1.6230
H42 -3.0083 2.0875 1.3627
H43 -4.0496 -2.1105 4.1476
H44 -1.9343 3.3959 1.0343
H45 -6.2682 -0.2510 3.5790

Forces on the atoms, in the same order (eV/Å):
0.6832 -0.9485 -2.6639
-0.0162 0.1844 -0.6387
-0.1146 -1.6515 -1.3206
-1.6888 0.2013 0.0220
1.2218 -0.0066 1.3727
0.7119 2.7183 1.7329
-0.7287 0.0686 1.5940
0.3247 -1.0010 -0.5514
0.6962 1.8238 0.1969
1.5820 -0.3428 0.4718
-1.2118 -0.4895 0.6315
-0.9096 0.3188 -0.0108
1.2039 -2.1825 0.6242
1.4410 -1.3443 -1.4632
-1.1370 0.1385 1.0284
-0.2491 -1.1101 -2.9314
-1.0080 -0.8127 0.1242
0.1789 -1.6522 -1.1850
-1.8953 -1.4019 1.5878
-0.5726 1.9851 0.3834
0.8576 1.0515 -0.0994
2.4856 -0.3255 0.8269
0.8525 0.2044 -0.0701
0.3660 1.4902 -1.7134
2.1434 0.4709 0.2419
-1.6072 -0.1643 -0.2193
-0.2280 1.7005 1.7710
-0.5656 -1.8464 0.4995
-1.2564 0.3589 2.4981
0.6063 -0.6541 -0.6139
1.4839 2.5994 1.4039
0.0206 2.0727 0.6050
-0.2175 0.9649 -0.4600
0.0630 0.0136 0.2399
-1.4310 -0.4317 -2.0273
0.9148 0.4218 -1.2131
0.0846 -0.9541 -0.6594
0.0400 -0.5631 0.3729
-0.3409 0.0893 -0.7174
-0.3907 0.2179 0.2299
0.0292 0.5593 0.5708
-0.0295 -0.2960 -0.4613
-0.9858 -0.4016 -0.3600
-0.8655 0.1020 -0.9937
-0.0891 -0.0120 1.5328
0.0277 -0.1174 -0.4085
-0.0584 0.1007 -0.3953
-0.1292 -0.1619 -0.0599
0.0103 -0.2237 -0.6089
0.4222 0.5802 0.0644
-0.6673 -0.9959 -0.4937
-0.6270 0.4041 0.2508
-0.1017 -0.0749 0.3388
-0.0479 0.1308 0.4779
0.5304 -0.3602 0.9499
-0.7633 0.0158 0.1019
0.0237 0.1823 0.1270
1.0284 -0.0877 0.0388
0.1310 0.5414 -0.3945
-0.0931 -0.0027 -0.1555
0.2830 -0.0434 -0.5903
-0.0049 -0.5729 -0.6553
-0.4298 0.3083 0.4195
0.2649 -0.1428 -0.0581
-0.1125 0.0626 0.6124
0.4551 -0.8342 -0.2080
0.5983 -0.1245 0.5094
-0.5368 0.7201 0.0138
0.9093 -0.5119 0.1328
0.2141 -0.1164 -0.2934
-0.4008 -0.1783 0.3296
-0.4847 0.4596 0.4592
0.0342 -0.1076 0.0944
0.0054 0.1967 -0.2411
-0.0471 0.7389 -0.4146
-0.2033 -0.2828 -0.9234
-0.6251 0.0653 0.9216
-0.0768 0.2635 0.3274
0.0846 -0.0132 0.0140
-0.5581 0.0617 0.0337
-0.2787 0.0992 0.1360
0.4124 -0.2735 -0.8270
0.3591 -0.8686 0.1848

Here are the Mulliken charges for atoms 1 to 6, given in e:
1 Cr 0.809
2 Cr 0.088
3 O -0.572
4 O -0.203
5 O -0.386
6 O -0.247

***

(3)
Entry from OMol25: C18H45F12MnN3O6P2 as an isolated structure at a distorted geometry (the ωB97M-V functional and the def2-TZVPD basis).

Its spin multiplicity is 6. The energy comes out at -118666.2371 eV. The relative energy (zero: lowest compared OMol25 entry of this formula, charge and spin) is 63.5 kcal/mol. Its frontier orbital gap (alpha / beta) is 9.363 / 9.361 eV.

CARTESIAN COORDINATES (ANGSTROEM)
Mn1 1.3198 0.9695 -1.3037
P1 1.9978 -4.0391 -2.6177
P2 -0.2745 3.9412 -3.2089
F1 1.1252 4.7771 -3.4933
F2 0.1098 3.2312 -4.6711
F3 1.1530 -2.6888 -2.1084
F4 -0.6594 4.4995 -1.7637
F5 1.1463 -3.8417 -3.9211
F6 3.1605 -2.9227 -3.0772
F7 -1.1695 5.1033 -3.9398
F8 0.5723 2.8913 -2.2637
F9 -1.5185 2.9876 -3.1432
F10 2.7023 -4.3466 -1.1665
F11 0.7990 -4.9508 -2.1888
F12 2.8605 -5.1589 -3.4903
O1 0.1390 1.9580 0.1765
O2 -7.1643 -2.8011 3.5168
O3 -0.1289 -1.3437 4.1997
O4 3.2368 2.2142 -1.5615
O5 0.8036 0.2681 -3.7249
O6 2.5882 0.9924 0.8023
N1 -0.2497 -0.4025 -1.2733
N2 2.9071 -0.5738 -1.6926
N3 -3.7062 -2.1202 4.4657
C1 -0.9434 -0.3105 -0.0457
C2 3.5655 3.6048 -1.3071
C3 4.3865 1.4748 -1.9418
C4 -1.2262 -0.0554 -2.3081
C5 -5.9854 -2.0270 3.8559
C6 -0.5771 -0.2388 -3.6770
C7 1.2192 0.5045 -5.0013
C8 -1.5174 -1.1125 4.1689
C9 0.7124 -0.1856 3.9927
C10 4.0542 0.0357 -2.2953
C11 -2.3483 -2.4601 4.3407
C12 2.8627 1.8606 1.9530
C13 3.1217 -1.0855 -0.4035
C14 -4.8051 -2.9552 3.8844
C15 -8.4292 -2.2388 3.2909
C16 -1.0877 1.1817 0.4790
C17 3.4340 -0.1597 0.7555
C18 -0.1085 3.2499 0.7487
H1 0.2691 0.3463 3.1508
H2 -0.0739 3.2858 1.8375
H3 -0.2772 -0.9145 0.5703
H4 4.2462 3.7480 -0.4680
H5 3.8804 -0.0707 -3.3660
H6 -5.7807 -1.1741 3.2087
H7 4.9814 1.5111 -1.0292
H8 0.1512 -1.2724 -1.5938
H9 -1.6677 -0.6464 3.1951
H10 1.9135 1.3410 -4.9216
H11 -6.1246 -1.7776 4.9078
H12 4.0760 4.1383 -2.1089
H13 -4.4635 -3.2622 2.8959
H14 -4.8889 -3.7535 4.6219
H15 -1.6368 0.9494 -2.2094
H16 -0.3929 -1.2794 -3.9439
H17 1.7857 -0.2977 -5.4741
H18 1.7589 -0.3908 3.7674
H19 3.7358 2.4871 1.7707
H20 -1.9642 1.5929 -0.0218
H21 3.1742 -0.6529 1.6922
H22 0.7224 0.4511 4.8773
H23 4.9173 -0.6213 -2.1879
H24 2.1260 2.6640 1.9520
H25 4.4975 0.0791 0.7669
H26 -3.9641 -2.1783 5.4405
H27 -2.1714 -3.1777 3.5394
H28 -1.0310 3.7861 0.5260
H29 -9.1461 -3.0426 3.1236
H30 -1.3733 1.2024 1.5307
H31 -8.6361 -1.6999 4.2155
H32 -8.4736 -1.5282 2.4656
H33 3.9856 -1.7412 -0.5125
H34 2.6870 4.1954 -1.0474
H35 -2.0625 -0.7409 -2.1706
H36 4.9206 1.9803 -2.7464
H37 2.9003 1.2809 2.8754
H38 -1.9199 -0.7856 0.0491
H39 0.5012 0.8800 -5.7304
H40 -1.1588 0.1266 -4.5233
H41 2.3522 -1.8421 -0.2504
H42 -1.9796 -3.0773 5.1599
H43 0.7079 3.9415 0.5408
H44 2.7676 -1.3490 -2.3247
H45 -1.9493 -0.4378 4.9081

Forces on the atoms, in the same order (eV/Å):
1.3026 1.1111 -1.0613
0.6307 -0.6846 -1.6895
0.5569 1.6425 -2.9849
-1.1641 -0.0020 1.5810
-0.4225 -0.1159 1.3393
0.3093 0.1071 1.6411
-0.0825 1.9220 0.1943
-0.0451 1.1662 -2.6712
-0.1983 -0.6963 0.5602
0.9652 -0.8106 0.5909
1.4360 -1.6413 -0.7830
-1.1659 -1.1147 0.0646
-0.0769 0.9616 -1.5369
-0.2761 -1.5107 1.5060
-0.4589 0.5341 2.0990
-3.1657 0.1180 1.6628
1.4511 -0.9659 -1.0623
1.5594 -0.0901 0.7978
-0.3984 1.4063 -0.8257
-2.5331 0.0782 2.1336
0.3011 0.6273 0.4073
-1.4702 1.4932 -2.0460
-0.7918 2.3639 -0.7092
-2.1826 0.4774 0.5272
1.3765 0.0269 3.1250
-0.1261 0.2578 0.4006
0.2530 -0.0352 1.2514
0.2579 0.0382 -1.6337
-1.8716 -1.2964 0.4423
1.0985 -1.0096 -0.7640
2.0222 1.4610 -1.9120
-0.2683 -1.1552 -0.5342
-1.5508 -0.3173 0.1497
0.7313 0.1988 -1.7016
2.0942 -0.0581 -0.8337
-0.3239 0.1794 -1.6650
0.8522 -2.3294 1.0945
2.0814 0.6503 0.0660
0.6848 0.8423 0.9993
0.3848 -1.5749 -1.2907
-0.7654 0.0920 0.7565
1.1706 1.5413 0.8013
0.2053 0.4673 -0.1662
-0.1220 -1.0630 0.3859
-0.2436 0.2734 1.1407
0.1652 -0.7124 0.3692
-0.1660 0.5213 -0.2062
-0.2542 0.0733 0.0348
0.7161 -0.1836 -0.1049
0.0303 -0.8753 0.8561
-0.8650 -0.0568 -0.3196
0.2368 0.0918 -0.1288
-0.0483 0.9837 0.0449
-0.2710 -0.5447 -0.6344
-0.3605 -0.4114 0.0348
-0.8036 -0.6473 -0.7775
0.3970 0.1075 0.1813
-0.5813 -0.5350 0.4875
-0.2138 -0.5947 0.2278
-0.2717 -0.8619 -0.0277
0.7733 -0.7044 0.1109
0.3056 0.5508 -0.3876
0.5584 -0.7092 0.0068
-0.2112 0.1614 0.0924
0.4989 0.1661 0.5103
-0.6415 -0.6664 0.2674
0.0412 0.4174 -0.0277
0.3712 0.7103 0.2795
-0.0525 0.4287 -0.7068
-0.1250 -0.6979 -0.8722
0.1796 0.0291 0.0919
0.6503 -0.0715 0.2143
-0.8740 0.2503 0.0186
0.1598 0.0085 -0.2493
0.5411 -0.2365 0.5771
-0.3277 -0.5235 -0.3354
-0.1957 -0.1367 -0.4989
-0.0001 -0.0875 -0.0967
0.0476 0.1912 -0.0578
-0.2287 -0.0143 -0.5468
-0.6129 -0.2193 0.3973
-0.0680 0.6680 0.3256
-0.4702 0.4469 0.6436
0.3126 0.4870 0.6289
0.0437 -0.2572 -0.8254
-0.9226 -0.3790 0.1317
0.5152 0.2667 0.4234

Here are the Mulliken charges for atoms 1 to 6, given in e:
1 Mn 1.417
2 P 1.201
3 P 1.391
4 F -0.390
5 F -0.363
6 F -0.971